(1)
Below is a structure of composition C4H6B2F11O2Tl in a non-equilibrium geometry, with properties calculated with ωB97M-V with the def2-TZVPD basis set.

```
26
C4H6B2F11O2Tl | the OMol25 dataset | ωB97M-V with the def2-TZVPD basis set
F 1.18 -4.17 -4.07
Tl 2.43 -0.28 -1.68
F -2.73 3.56 -0.55
H -2.99 2.10 1.63
F 1.48 -2.02 -4.01
F 2.51 -2.70 2.07
B 2.02 -3.23 -3.59
H -1.50 2.75 2.53
O -1.17 1.27 1.09
H -2.64 0.05 2.90
F -2.58 1.63 -1.56
H -3.21 1.44 3.72
C -1.85 2.67 -1.06
B 2.84 -2.62 0.79
F 3.29 -3.71 0.19
C -2.00 1.92 2.04
H -1.56 0.87 3.94
F -1.34 3.27 -2.14
C -0.77 2.16 0.03
F 2.19 -3.17 -2.18
F 3.29 -3.52 -4.11
F 1.72 -2.32 0.18
F 3.67 -1.53 0.55
H -0.37 3.01 0.57
C -2.33 1.05 3.20
O 0.40 1.53 -0.46
```

Results
- HOMO-LUMO gap: 2.59 eV
- HOMO level: -0.4069 hartree
- Maximum force: 6.5 eV/Å
- Electronic energy: -44280.6215 eV

=====

(2)
Below is the molecule C5H5NO3 in a non-equilibrium geometry, with properties calculated with ωB97M-V with the def2-TZVPD basis set.

```
14
C5H5NO3 | the OMol25 dataset | ωB97M-V with the def2-TZVPD basis set
H -2.80 -2.15 0.38
O 2.32 -1.91 -0.18
C 1.77 -0.82 -0.20
H 0.99 1.83 0.03
H -4.12 -0.91 0.27
O -2.73 1.09 -0.46
H 3.01 2.19 -0.09
C -2.30 0.03 -0.20
C 2.22 1.45 0.23
O 2.48 0.23 -0.54
C 0.36 -0.74 -0.26
H 2.46 1.19 1.21
N -2.97 -1.09 0.05
C -0.71 -0.37 -0.23
```

Results
- HOMO-LUMO gap: 10.68 eV
- HOMO level: -0.3850 hartree
- SMILES string: COC(=O)C#CC(N)=O
- Maximum force: 12.5 eV/Å
- Electronic energy: -12894.0486 eV

=====

(3)
Below is a cluster of 6 separate species, H12O6 in total, with properties calculated with ωB97M-V with the def2-TZVPD basis set.

```
18
H12O6 | the OMol25 dataset | ωB97M-V with the def2-TZVPD basis set
O -1.11 -2.71 -4.04
H -0.34 -2.69 -3.48
H -1.16 -3.62 -4.35
H 2.99 1.89 -3.25
H 2.72 3.00 -2.25
H 1.23 -0.93 -0.07
H -3.04 2.94 -0.69
O 2.40 2.14 -2.54
H -3.36 -3.42 3.51
H -2.02 2.94 -1.81
H 2.22 1.64 4.50
O -2.89 3.27 -1.58
O 0.86 -1.56 0.54
H 2.09 2.81 3.55
H -1.98 -2.92 3.14
O -2.48 -3.28 3.87
H 1.36 -1.43 1.35
O 2.48 1.93 3.62
```

Results
- HOMO-LUMO gap: 11.81 eV
- HOMO level: -0.4211 hartree
- SMILES string: O.O.O.O.O.O
- Maximum force: 0.3 eV/Å
- Electronic energy: -12479.3087 eV

=====

(4)
Below is a cluster of 2 separate species, C5H11NO2 in total in a non-equilibrium geometry, with properties calculated with ωB97M-V with the def2-TZVPD basis set.

```
19
C5H11NO2 | the OMol25 dataset | ωB97M-V with the def2-TZVPD basis set
N 0.17 -0.33 2.18
C 0.90 -0.51 1.21
H -3.42 -0.12 1.95
C 1.55 0.66 0.49
H -2.08 -0.83 1.19
H 1.45 -1.46 -0.38
H -3.64 -0.71 0.30
C 0.79 -0.18 -1.85
H -2.64 0.73 0.49
H 1.35 1.47 1.17
H -0.05 -0.83 -1.60
O 1.21 -1.68 0.58
H 2.64 0.59 0.42
C -2.93 -0.18 0.98
C 0.81 0.97 -0.81
H -0.17 1.41 -0.59
O 1.89 -0.94 -1.67
H 0.59 0.30 -2.84
H 1.57 1.64 -1.22
```

Results
- HOMO-LUMO gap: 4.62 eV
- HOMO level: -0.3237 hartree
- Maximum force: 3.8 eV/Å
- Electronic energy: -10942.0406 eV

=====

(5)
Below is the molecule C2H4P2S in a non-equilibrium geometry, with properties calculated with ωB97M-V with the def2-TZVPD basis set.

```
9
C2H4P2S | the OMol25 dataset | ωB97M-V with the def2-TZVPD basis set
C -0.33 0.63 0.11
P -1.20 -2.41 -1.69
H 0.13 1.09 1.98
C 0.04 1.64 1.10
H 1.02 1.92 0.62
S 0.87 -2.89 -1.73
H -0.63 2.47 1.20
H 1.13 -2.14 -0.69
P -1.02 -0.31 -0.90
```

Results
- HOMO-LUMO gap (spin up / spin down): 6.10 / 6.10 eV
- HOMO level (spin up / spin down): -0.2673 / -0.2674 hartree
- SMILES string: CC#P=PS
- Maximum force: 3.4 eV/Å
- Electronic energy: -31547.6140 eV

=====

(6)
Below is a cluster of 7 separate species, C22H31FO21 in total in a non-equilibrium geometry, with properties calculated with ωB97M-V with the def2-TZVPD basis set.

```
75
C22H31FO21 | the OMol25 dataset | ωB97M-V with the def2-TZVPD basis set
O -0.19 -2.41 2.06
C -0.12 2.31 -2.84
C 3.94 3.40 2.00
H 1.59 7.71 2.61
O -2.50 3.60 1.35
H 0.99 0.05 2.97
O 0.30 2.01 -4.15
C 1.73 1.97 -4.20
C 2.48 -8.58 0.78
C 2.56 5.34 2.12
C -4.78 2.50 3.70
C -4.02 3.66 4.42
C 1.08 -2.54 1.57
C -0.01 7.41 3.79
H 1.27 2.68 -1.20
H 1.57 -10.42 0.21
O 2.86 -8.06 -0.48
O -5.40 2.36 -1.87
O -6.35 0.26 -1.94
H -3.27 3.23 5.09
H 4.17 -3.95 -4.69
H -6.12 -1.81 -1.59
C 0.67 -0.38 2.02
H 1.50 -8.19 1.05
O 1.57 -3.63 1.22
O -4.38 0.60 -2.72
H 4.88 3.93 1.88
O 2.46 1.41 -4.97
F 3.10 -2.12 -2.62
O 2.87 4.10 2.57
H 1.11 4.03 -2.20
H 3.69 3.07 0.99
H -4.68 1.69 4.42
C -5.92 -1.03 -2.33
H 2.71 -10.43 1.51
H -0.78 6.73 4.15
O 0.03 -3.85 -5.24
O 1.63 -1.34 1.58
O -3.98 2.21 2.55
O 1.39 5.71 2.77
C 1.13 2.94 -2.25
O 2.28 -3.82 -5.44
O -3.35 4.27 3.34
H -1.13 -0.98 3.07
H 2.99 -4.16 -2.52
C 0.80 6.96 2.55
O 3.78 -8.75 -2.42
C -0.63 -1.12 2.10
H 3.59 -2.32 -5.02
H -0.55 8.34 3.64
C 1.19 -3.66 -4.78
H -6.40 -1.34 -3.26
C -3.19 3.37 2.33
O 2.24 2.38 -2.95
O 1.43 -3.38 -3.53
H -0.42 1.47 -2.22
H -5.78 2.82 3.40
H 0.58 0.34 1.20
H -4.59 4.36 5.03
H 3.15 -8.11 1.50
H 0.61 7.50 4.68
H -0.97 2.98 -2.89
O 3.07 6.03 1.26
H -3.89 -1.13 -1.63
H 0.17 7.06 1.67
H 4.02 2.46 2.54
C -5.43 1.17 -2.13
C 2.53 -10.01 0.52
C 3.40 -9.02 -1.25
H -1.39 -0.94 1.34
O 3.45 -10.16 -0.59
H -4.00 -1.36 -3.34
C 3.31 -3.29 -4.61
C 2.80 -3.34 -3.21
C -4.44 -0.81 -2.51
```

Results
- HOMO-LUMO gap: 10.46 eV
- HOMO level: -0.3832 hartree
- SMILES string: O=C1OC[C@@H](F)O1.CCOC(=O)OC.O=C1OCCO1.O=C1OCCO1.O=C1OCCO1.O=C1OCCO1.O=C1OCCO1
- Maximum force: 7.4 eV/Å
- Electronic energy: -69028.4038 eV